# 1
81
Properties=species:S:1:pos:R:3:forces:R:3:mulliken_charge:R:1 method="wB97M-V/def2-TZVPD" charge=+1 energy_ev=-80743.9050 spin_multiplicity=5 de_lowest_kcal_mol=132.8 s2=6.208 lumo_ev="-2.43 / -6.82"
C -1.15875 0.98350 5.09837 -0.89 -0.24 0.34 -1.866
H -3.09815 -3.46627 5.60094 0.12 0.03 -0.09 0.511
H 1.53984 -1.15901 -5.04824 -0.16 -0.21 0.11 0.335
C 0.86057 0.76341 0.16695 0.77 0.21 -0.26 0.065
H -1.08380 0.60616 -0.67301 0.27 -0.08 0.02 0.502
H 1.87932 3.49106 1.43988 0.04 -0.01 0.02 0.363
H 0.61116 -1.81975 -3.67471 0.11 -0.04 -0.25 0.246
C -1.16489 0.86270 -7.55488 -0.30 -0.09 0.57 -0.914
C 1.13048 0.11653 4.25599 1.24 1.29 -0.30 0.312
H -2.10721 1.07068 4.54984 0.30 -0.10 0.14 0.269
H -1.25118 -1.48329 2.47773 -0.44 0.39 0.83 -0.719
H -3.14042 -0.84326 -5.01562 0.16 -0.23 0.12 0.366
H 0.41831 -2.53524 -5.30982 -0.16 0.25 0.03 0.438
H -1.19170 0.04914 5.67252 -0.06 0.26 -0.27 0.263
H -0.23933 3.69786 2.02135 -0.07 -0.04 0.22 0.392
H -2.25659 1.00632 -7.57051 0.28 -0.12 -0.07 0.436
P -0.75501 -0.38974 -5.07197 -0.15 -1.73 -1.66 0.597
H 0.28838 -1.58782 5.20972 0.20 0.10 -0.01 0.229
H -2.58870 -3.16764 3.15809 -0.23 -0.11 -0.07 0.294
H -1.38333 -3.24196 5.26102 0.11 0.12 0.12 0.277
H 2.97354 0.83341 0.64187 -0.30 0.02 0.17 0.681
C 0.58264 -1.60697 -4.75131 0.32 0.65 0.69 -1.010
H 0.14550 -0.17341 -1.65842 0.00 -0.01 0.27 0.101
H 1.40210 -0.67294 6.24008 -0.02 0.04 -0.41 0.243
C -2.70592 -2.30682 3.82682 0.05 0.40 -0.37 0.751
H 2.90320 3.66378 2.86180 -0.16 -0.20 -0.01 0.292
H -2.20803 -2.35577 -5.27491 0.20 0.28 0.09 0.408
H 3.34069 2.52341 1.60030 -0.06 0.06 0.10 0.359
C -1.28110 3.65204 -7.41998 -0.25 0.45 0.88 -1.069
C 1.00494 -1.93641 2.02616 -1.12 -0.68 -1.42 0.209
H -2.35311 3.64308 -7.19015 0.21 0.13 -0.10 0.368
H 4.14625 0.44007 2.53486 -0.09 -0.03 0.19 0.300
C -4.16061 -1.83996 3.86303 -0.09 0.04 -0.55 -1.474
H 4.18569 0.69992 4.28930 -0.07 -0.15 -0.17 0.368
H -4.50616 -1.59488 2.84780 -0.01 0.03 0.34 0.324
P -0.47955 2.26905 -6.52068 0.11 -0.96 -2.40 0.374
H -1.58909 2.89052 2.82845 0.15 0.18 0.07 0.376
C 1.19085 2.33939 -7.30359 0.29 0.21 0.91 -1.084
H -0.50246 3.93940 3.76758 0.02 -0.18 -0.21 0.323
H 3.69058 -0.87316 3.62761 0.05 0.16 0.00 0.341
C 2.18705 -2.31061 1.17252 0.63 -0.33 -0.37 -1.354
C 2.21830 0.66838 3.46410 -0.46 1.60 1.42 0.939
H -0.84790 4.58898 -7.05174 -0.21 -0.06 -0.19 0.389
H -1.13531 3.57957 -8.50445 0.11 -0.19 0.27 0.352
H 3.06432 -2.47110 1.82507 -0.31 0.07 -0.23 0.330
H -1.13019 1.80774 5.83439 0.24 -0.14 -0.37 0.380
H -1.54397 -1.25603 -7.23989 0.31 0.13 0.18 0.452
H 1.66895 3.27433 -6.98188 0.08 -0.30 -0.16 0.396
C 3.63127 0.20983 3.47539 0.38 -0.12 -0.03 -1.729
H -1.67630 -1.46513 -0.03802 0.43 0.01 0.20 0.422
C 0.01406 1.00877 4.19836 0.58 0.56 -1.26 1.132
C -0.80381 -0.49658 -6.94778 0.16 0.62 -0.03 -0.804
H 2.08002 -1.49552 -0.85089 0.04 0.22 0.30 -0.078
H 1.10294 2.32647 -8.39779 -0.13 0.01 0.32 0.380
Mn 0.77095 0.24739 2.10267 -1.04 -1.31 -0.90 -0.250
C 2.52443 -1.22016 0.12283 0.39 -0.86 -0.01 -0.977
C -0.54393 3.20241 2.95083 -0.58 0.21 -0.33 -1.981
C 1.22479 -1.01457 5.20503 -0.02 -0.84 0.27 -1.641
H 1.80379 1.49484 -6.96489 -0.06 0.23 -0.13 0.292
O -1.84818 -1.26594 3.34696 -1.10 -0.62 1.00 -0.263
C -2.24604 -1.40896 -4.72144 -0.26 0.71 0.77 -1.203
C 1.70562 1.88429 2.83889 -0.28 -0.46 1.90 0.508
C -2.35637 -2.75139 5.22748 0.21 -0.28 0.25 -1.500
H 0.18897 -0.83248 -7.28630 -0.30 0.15 0.12 0.432
H -0.78280 0.95227 -8.58204 -0.18 0.15 0.27 0.493
C -0.17696 -0.01518 -0.60652 -0.55 0.20 -0.33 -0.859
H 2.02041 -3.27196 0.65081 0.01 0.20 0.26 0.495
H -0.15875 -2.22085 -0.53337 -0.07 0.39 0.32 0.182
H 1.01097 -2.42859 3.00787 -0.09 0.90 0.04 0.625
H 0.87726 1.84664 -0.02139 -0.09 -0.40 0.11 0.543
C -0.19819 -1.43560 1.52168 0.73 -1.14 -0.80 0.955
H 3.61700 -1.22827 -0.03023 -0.38 -0.03 -0.06 0.460
H -4.23145 -0.95017 4.49435 0.02 0.06 -0.12 0.274
H -2.38103 -1.89379 5.89952 0.16 0.04 0.09 0.244
H -4.82845 -2.59346 4.30245 0.18 0.06 -0.22 0.447
C 2.12116 0.16493 0.55033 -0.87 0.47 -0.44 -0.043
C 2.49098 2.93341 2.15234 0.38 0.29 -0.49 -1.494
C -0.57767 -1.36403 0.04603 0.51 -0.45 -0.31 -1.049
C 0.30514 2.02357 3.24013 1.40 0.02 1.21 0.787
H -2.28801 -1.60622 -3.64271 -0.15 -0.03 -0.25 0.336
H 2.03797 -1.70435 4.94099 -0.17 0.21 0.11 0.402

=====

# 2
15
Properties=species:S:1:pos:R:3:forces:R:3:nbo_charge:R:1 method="wB97M-V/def2-TZVPD" energy_ev=-9863.9632 de_lowest_kcal_mol=200.5 lumo_ev=-0.70
C -1.42772 1.83417 -0.04740 2.20 -1.91 -3.54 -0.303
H -0.29862 0.89634 0.77969 3.59 -1.76 1.80 0.268
C -1.41857 -0.89865 0.02375 0.49 0.41 0.17 -0.340
H 0.82223 -0.33450 2.16346 -0.11 0.50 -1.14 0.225
C 1.82467 0.20257 0.06216 -5.15 -4.24 0.24 0.599
C 0.67208 -0.07415 1.07547 -1.69 1.45 0.78 -0.444
H 0.40524 0.10621 -1.58313 0.54 -1.57 0.42 0.210
H 1.26475 -1.61416 -1.33261 0.41 0.90 -0.64 0.232
H -1.80547 -0.76743 1.04787 -0.81 -1.35 -0.36 0.253
H -0.63862 3.06948 -0.47652 -3.01 -4.36 1.60 0.345
N -0.03277 -1.16220 0.22266 4.95 2.79 0.79 -0.402
C 0.89740 -0.67389 -0.89708 -0.56 0.04 -0.83 -0.381
O 2.88213 0.66550 -0.08527 2.08 1.46 0.22 -0.513
C -1.51086 0.55642 -0.33336 -1.51 5.82 -0.02 -0.020
H -1.63586 -1.80571 -0.61969 -1.43 1.81 0.52 0.271

=====

# 3
66
Properties=species:S:1:pos:R:3:forces:R:3:nbo_charge:R:1 method="wB97M-V/def2-TZVPD" energy_ev=-43313.7382 smiles="COC(=O)c1ccc(OC[C@@H](O)CN2CCc3cc(OC)c(OC)cc3[C@H]2c2ccccc2)cc1" de_lowest_kcal_mol=55.4 lumo_ev=0.69
C 1.81420 2.15756 0.63394 -0.01 0.12 -0.07 -0.215
H 0.33900 -4.21580 1.14168 0.10 0.04 -0.12 0.158
C -1.18256 -0.66113 -0.58854 0.15 0.13 -0.08 -0.098
H -5.74560 -1.27623 -0.36601 -0.14 -0.04 0.02 0.216
C 3.56464 -1.26984 0.67560 -0.13 -0.36 0.10 -0.274
H -3.95664 4.93734 0.13350 0.08 -0.04 -0.01 0.200
H 2.35434 2.26014 -1.43460 0.08 0.04 -0.07 0.220
C -5.20896 0.79424 -0.20971 -0.04 0.23 0.02 0.336
C 3.97775 -1.34995 -1.69827 -0.15 -0.19 0.09 -0.276
C -4.13292 1.70920 -0.17419 -0.18 0.08 -0.01 0.246
H 2.18917 -4.87958 -0.04030 0.02 0.10 0.09 0.198
C -7.56333 0.48565 -0.14489 -0.18 -0.16 -0.01 -0.251
H -0.13340 -3.41373 -1.11196 0.00 0.07 -0.04 0.184
H 0.34550 -1.79474 1.77157 -0.04 -0.06 -0.08 0.497
C -3.27895 -2.46519 -0.53573 0.21 0.02 0.17 -0.438
C -2.13729 -2.69815 0.46126 -0.33 -0.16 0.14 -0.201
H -7.55439 -0.22579 0.68812 0.01 0.02 -0.04 0.173
N -0.95492 -1.90447 0.16435 -0.10 0.03 -0.15 -0.475
H -2.78794 3.80940 0.86656 -0.02 -0.01 -0.04 0.176
H 0.64725 0.64302 -2.14798 -0.02 -0.06 -0.10 0.214
C -0.12178 0.33156 -0.17453 0.12 0.02 -0.18 -0.037
C 4.57985 -0.11649 -1.63902 0.06 0.17 0.20 -0.135
H 1.05965 1.84210 2.61262 0.01 0.03 0.10 0.213
C 0.16228 -2.65947 -0.36727 0.22 -0.13 0.26 -0.238
H -1.85801 -3.75367 0.48103 0.04 0.02 0.05 0.199
O -4.48103 3.02015 -0.04032 -0.23 -0.40 -0.03 -0.484
H -8.43548 1.13136 -0.05537 0.03 -0.09 -0.01 0.201
C 4.17777 -0.03441 0.72913 0.24 0.14 -0.30 -0.138
O 1.05714 -2.44971 1.86576 0.11 0.14 0.26 -0.742
C 0.91288 -3.34135 0.78958 0.13 -0.26 -0.33 0.065
C -2.57890 -0.11900 -0.40273 -0.24 -0.21 -0.01 0.034
H 2.95418 -3.88336 1.22137 -0.01 -0.04 -0.06 0.195
C 0.73514 0.90523 -1.10263 -0.14 -0.06 0.04 -0.217
O -6.45176 1.34336 -0.10670 0.44 0.12 0.00 -0.494
H -0.67167 0.24282 1.88782 -0.08 -0.06 0.11 0.210
H 6.98805 3.69199 0.55073 -0.08 0.04 0.05 0.195
H 5.90944 4.01821 1.94280 0.00 -0.03 -0.04 0.193
C 0.96927 1.58190 1.56828 -0.06 0.01 0.10 -0.223
H 4.25672 0.48160 1.67252 -0.02 0.03 0.08 0.229
C -3.45496 3.97830 0.01426 0.20 0.15 0.01 -0.250
H 5.40110 4.43414 0.27531 0.07 -0.03 0.07 0.191
H -4.13058 -3.10158 -0.29479 -0.01 -0.02 -0.03 0.219
O 5.36425 2.43728 0.81969 -0.18 -0.33 0.10 -0.516
C 5.95271 3.72473 0.89680 0.18 0.33 -0.16 -0.258
H 3.88899 -1.88670 -2.62984 0.00 -0.06 -0.11 0.225
H 4.97652 0.35090 -2.52746 0.03 0.03 -0.08 0.235
H -7.61732 -0.06468 -1.09054 0.01 0.01 0.04 0.174
H 0.84546 -1.95401 -0.84419 -0.06 -0.09 -0.02 0.221
H 2.56642 2.86508 0.94789 0.10 0.06 0.04 0.217
C 0.00560 0.67652 1.16610 0.01 0.04 -0.10 -0.176
O 2.88981 -3.16029 -0.72486 0.18 0.28 -0.26 -0.498
C 2.29770 -3.86255 0.34501 -0.51 -0.16 0.42 -0.082
H 3.14599 -1.69176 1.57421 -0.05 -0.03 0.02 0.244
H -2.86367 3.99160 -0.90769 -0.01 -0.01 0.04 0.175
H -1.07348 -0.86235 -1.67221 0.08 0.03 0.13 0.189
C -2.83512 1.24220 -0.27386 -0.18 0.19 0.02 -0.302
C 5.31578 1.89188 -0.41140 0.11 0.18 -0.14 0.782
H -2.00597 1.93024 -0.25533 0.03 0.13 0.03 0.232
H -2.49665 -2.42441 1.46151 -0.07 -0.19 -0.08 0.193
C 1.69537 1.81838 -0.70204 0.05 0.15 0.01 -0.199
H -2.93559 -2.71558 -1.54440 -0.03 -0.09 -0.04 0.209
C 4.68801 0.55845 -0.42176 -0.03 -0.27 0.06 -0.219
C -3.63481 -1.01480 -0.44738 0.23 0.09 -0.01 -0.039
O 5.73854 2.46140 -1.39020 -0.03 0.00 0.09 -0.607
C -4.94222 -0.55683 -0.34017 -0.15 0.13 -0.02 -0.303
C 3.45942 -1.94033 -0.54016 0.18 0.24 -0.11 0.324

=====

Number 1: maximum force 2.6 eV Å⁻¹. Number 2: maximum force 6.7 eV Å⁻¹. Number 3: maximum force 0.7 eV Å⁻¹.